A cluster of 10 separate species, C50H99N4O22 in total. Source: OMol25; level of theory: ωB97M-V with the def2-TZVPD basis set.

```
! RIJCOSX wB97M-V def2-TZVPD def2/J DEFGRID3
* xyz 1 1
C 1.8249 3.9447 1.4448
C 0.4129 4.2824 1.9082
O 0.1476 4.0781 3.2955
C 0.3297 2.7722 3.7732
C -0.4222 1.6990 2.9966
O -0.0539 0.3842 3.5130
C 1.2071 -0.0289 3.2138
N 1.7622 -0.6460 4.4866
C 2.4915 -1.7070 3.9214
N 3.7138 -2.0002 4.1902
N 1.7742 -2.3666 2.9089
C 1.3816 -1.1635 2.1327
C 0.3137 -1.3806 1.1089
C 0.2556 -0.2747 0.0305
C 0.5364 -0.7551 -1.4127
C 1.3644 0.2699 -2.1966
C 2.8205 0.2654 -1.7846
O 3.5922 1.0100 -2.7045
C 4.9675 0.7699 -2.5189
O 2.6716 -0.7866 1.4978
C 3.2449 -1.7466 0.8398
N 3.8720 -2.5641 0.3358
H 2.2834 3.1150 1.9812
H 2.4907 4.8027 1.4665
H 1.7627 3.6374 0.3995
H 0.2501 5.3459 1.7485
H -0.3136 3.7824 1.2743
H -0.0684 2.7699 4.7883
H 1.3975 2.5511 3.8737
H -0.2375 1.7083 1.9245
H -1.4843 1.7869 3.1960
H 1.9094 0.7427 2.8955
H 0.9500 -1.0965 4.9160
H 4.1141 -1.7960 5.0983
H 4.2990 -2.4161 3.4694
H 0.9410 -2.7896 3.3152
H -0.6365 -1.3187 1.6439
H 0.3811 -2.3789 0.6812
H 0.9145 0.5602 0.2681
H -0.7460 0.1363 0.0319
H -0.4162 -0.8253 -1.9276
H 1.0585 -1.7113 -1.4382
H 1.3176 0.0592 -3.2611
H 0.9416 1.2553 -1.9886
H 2.9425 0.6853 -0.7774
H 3.1767 -0.7719 -1.7983
H 5.2303 0.8693 -1.4597
H 5.2356 -0.2452 -2.8295
H 5.5372 1.4806 -3.1083
O -1.1450 2.3174 -0.4303
C -1.8427 3.1097 -1.0273
O -1.3298 4.3131 -1.2755
C -1.9701 5.2725 -2.1353
C -2.9748 6.1170 -1.3827
C -3.2682 2.7946 -1.3951
H -2.4106 4.7795 -2.9970
H -1.1587 5.8977 -2.5037
H -3.7948 5.5119 -0.9947
H -3.3926 6.8781 -2.0406
H -2.5000 6.6105 -0.5336
H -3.9070 3.0816 -0.5581
H -3.3370 1.7172 -1.5322
H -3.6349 3.2552 -2.3194
O -0.0057 -1.9685 -4.2861
C 0.9192 -2.6676 -4.6103
O 1.9501 -2.7916 -3.7597
C 3.0211 -3.7341 -3.9632
C 4.1128 -3.1560 -4.8343
C 0.9936 -3.3243 -5.9676
H 2.6395 -4.6772 -4.3523
H 3.4074 -3.9456 -2.9674
H 3.7543 -2.9274 -5.8328
H 4.9398 -3.8579 -4.9211
H 4.4850 -2.2248 -4.4038
H 1.4724 -2.6365 -6.6633
H -0.0220 -3.5152 -6.3047
H 1.5297 -4.2696 -5.9716
O -3.9325 3.7376 -4.2183
C -4.6005 3.0928 -4.9937
O -4.0688 1.9790 -5.5001
C -4.8237 1.0257 -6.2639
C -4.8772 1.3995 -7.7270
C -5.9554 3.5569 -5.4576
H -5.8183 0.8889 -5.8378
H -4.2953 0.0836 -6.1303
H -5.3973 2.3439 -7.8846
H -5.3931 0.6305 -8.3014
H -3.8669 1.5132 -8.1209
H -5.8378 4.1897 -6.3364
H -6.4041 4.1438 -4.6601
H -6.6412 2.7474 -5.6919
O -2.8680 4.5094 10.9817
C -2.1087 4.4010 10.0622
O -2.0277 5.3975 9.1543
C -1.0270 5.4080 8.1335
C -1.4798 4.6246 6.9189
C -1.2962 3.1444 9.8323
H -0.0727 5.0519 8.5221
H -0.8858 6.4552 7.8729
H -1.6422 3.5724 7.1575
H -0.7385 4.6884 6.1206
H -2.4245 5.0226 6.5500
H -1.8777 2.4542 9.2223
H -1.1047 2.6811 10.7973
H -0.3319 3.3220 9.3634
O 4.7086 -6.5644 -3.5473
C 4.1353 -7.4846 -3.0342
O 2.8310 -7.6686 -3.3213
C 2.1033 -8.8378 -2.9316
C 1.5243 -8.7085 -1.5386
C 4.8046 -8.3808 -2.0185
H 2.7197 -9.7306 -3.0399
H 1.2996 -8.9222 -3.6608
H 2.3070 -8.6155 -0.7854
H 0.9178 -9.5814 -1.2974
H 0.8989 -7.8184 -1.4736
H 4.6721 -7.9479 -1.0278
H 5.8663 -8.4119 -2.2470
H 4.4367 -9.4038 -2.0177
O -7.4993 3.7115 -8.7018
C -8.1102 3.0692 -9.5127
O -7.5566 1.9463 -10.0075
C -8.2826 1.0068 -10.8091
C -8.2624 1.3762 -12.2770
C -9.4403 3.5368 -10.0555
H -9.2968 0.8787 -10.4299
H -7.7691 0.0585 -10.6597
H -8.7635 2.3265 -12.4597
H -8.7598 0.6072 -12.8678
H -7.2349 1.4756 -12.6255
H -9.2611 4.1741 -10.9204
H -9.9299 4.1251 -9.2844
H -10.1143 2.7310 -10.3346
O 1.9662 1.1887 10.6849
C 1.7535 1.6987 11.7532
O 0.7256 1.2398 12.4858
C 0.4899 1.6365 13.8443
C -0.3364 2.9023 13.9298
C 2.5426 2.8895 12.2441
H 1.4303 1.7186 14.3899
H -0.0563 0.8052 14.2856
H 0.1830 3.7534 13.4885
H -0.5591 3.1395 14.9696
H -1.2761 2.7781 13.3918
H 2.0628 3.8001 11.8873
H 3.5408 2.8304 11.8191
H 2.6458 2.9374 13.3248
O 5.3650 -3.0564 -7.5661
C 6.3039 -3.7376 -7.8731
O 7.3158 -3.8671 -6.9935
C 8.3809 -4.8070 -7.1632
C 9.5087 -4.2435 -8.0019
C 6.4197 -4.3783 -9.2367
H 8.0039 -5.7502 -7.5603
H 8.7345 -5.0118 -6.1543
H 9.1824 -4.0217 -9.0180
H 10.3340 -4.9536 -8.0541
H 9.8733 -3.3142 -7.5653
H 6.9070 -3.6772 -9.9130
H 5.4153 -4.5744 -9.6015
H 6.9627 -5.3201 -9.2407
O -4.5629 -2.4483 6.9953
C -3.6496 -1.8292 7.4556
O -2.4243 -2.4081 7.5184
C -1.2550 -1.6374 7.8024
C -1.0180 -1.4322 9.2814
C -3.8122 -0.4538 8.0616
H -1.2944 -0.6835 7.2719
H -0.4324 -2.2060 7.3662
H -1.8278 -0.8646 9.7377
H -0.0873 -0.8851 9.4412
H -0.9596 -2.3888 9.7996
H -4.0623 -0.5561 9.1164
H -4.6273 0.0573 7.5567
H -2.9237 0.1642 7.9606
*
```

As for the gap between HOMO and LUMO: 6.51 eV. The LUMO energy is -4.30 eV.